Entry 1:
A 2-piece molecular cluster, C17H18F2NO6S overall at a distorted geometry. Source: OMol25; level of theory: the ωB97M-V functional and the def2-TZVPD basis.

Atoms and positions in Å:
H (0.3543, 1.3153, 5.4917)
O (-0.2075, 1.7702, 3.4379)
H (-3.3652, 2.4614, 0.2518)
H (-0.8639, 4.1554, -0.3375)
C (-1.2200, -1.4906, 2.2069)
C (0.1105, -1.7263, -5.4691)
H (-2.0211, 1.9906, -0.7992)
C (-0.3987, 0.5602, 3.3483)
C (-1.0987, -1.0722, -5.5917)
H (-1.5574, -1.8162, 1.2232)
O (-1.6029, 2.0784, 1.1790)
H (1.7723, 0.6172, 4.7137)
F (4.8787, -0.3045, -0.5326)
F (3.7875, 0.1837, -2.4038)
H (2.9213, -0.1249, -0.6558)
H (-1.5823, -1.0310, -6.5556)
H (-0.2566, -1.9595, 2.4119)
C (-1.6909, -0.4592, -4.4958)
H (0.5776, -2.2293, -6.3012)
C (2.0047, -2.3202, -3.8028)
O (0.9301, -0.7686, -0.8850)
H (-2.6364, 0.0455, -4.6175)
C (0.7266, -1.7369, -4.2344)
H (1.6943, 0.1338, 7.2450)
H (0.2107, -0.7804, 6.9636)
O (0.0343, -0.3128, 4.3229)
H (-1.5410, -0.0491, -2.3803)
S (3.5191, -2.2441, -1.5509)
C (-1.7271, 0.7192, 1.1904)
H (-2.4673, 4.4945, -0.9921)
N (2.1465, -1.9552, -2.4702)
H (-1.9374, -1.8325, 2.9520)
C (-1.9330, 4.0563, -0.1478)
H (1.7172, -1.3361, 6.2652)
C (-1.0809, -0.4744, -3.2577)
H (-2.1593, 4.6414, 0.7463)
O (2.7519, -2.9973, -4.4731)
C (-2.2882, 2.6072, 0.0723)
C (1.0624, -1.2275, -1.9993)
C (1.1380, -0.4426, 6.5020)
C (-1.1068, -0.0292, 2.2493)
C (0.1446, -1.1030, -3.1413)
C (3.7756, -0.4941, -1.2543)
O (-2.3660, 0.1224, 0.3229)
C (0.8499, 0.3645, 5.2528)

Properties
Energy above the lowest of the compared OMol25 structures with the same formula, charge and spin: 0.000 eV
Total charge: -1
Kohn-Sham gap: 0.158 hartree
Energy: -1762.7824 hartree

Entry 2:
C32H41Cl3IN3O7S3Ti as an isolated structure at a distorted geometry. Source: OMol25; level of theory: the ωB97M-V functional and the def2-TZVPD basis.

Atoms and positions in Å:
H (1.0091, 1.3387, -3.9951)
H (5.6279, -4.5033, 3.7744)
C (-1.9165, -3.0979, 0.0657)
C (4.1218, -0.6564, 3.5891)
C (-0.7726, -4.1048, 0.1608)
H (0.0667, 2.9248, 2.1121)
H (0.8131, -0.1330, 3.1878)
H (-5.3150, 2.0202, -3.5997)
H (-1.5874, -2.1389, 0.4828)
C (3.5175, 0.0207, 1.3498)
C (2.7702, -0.5600, 3.8995)
H (-4.5378, 0.3992, -5.2999)
C (-4.5428, 1.3078, -3.3544)
S (0.5849, -2.6226, 2.0890)
H (-0.0367, 0.7475, -2.6917)
N (2.1870, 0.0733, 1.6318)
C (-1.1384, 1.5462, 2.8048)
H (-3.2493, 1.9263, 2.5602)
C (-0.3681, 3.5302, -4.5187)
H (2.4308, -0.7481, 4.9066)
H (-2.7641, -1.2310, -4.7244)
C (3.2527, -0.6438, -2.4085)
O (3.0062, 1.7286, -2.6506)
C (-4.1060, 0.3947, -4.3112)
C (4.4121, -3.9032, 2.1134)
O (-0.4316, -0.9720, -1.2803)
C (3.1632, -3.4799, 1.7075)
C (-3.0243, 0.3691, -1.7446)
Cl (2.3496, -1.9104, -1.5861)
H (-2.1317, 4.6786, -0.1382)
S (-0.5067, 2.2836, -0.7166)
H (0.0454, -3.7757, -0.4864)
O (0.9790, -2.0717, 0.7425)
H (-1.0577, -4.3685, 2.2923)
H (4.8658, -0.9347, 4.3134)
C (1.8536, -0.2372, 2.9262)
C (-0.0143, 1.3217, -3.6171)
C (-2.6508, 4.5384, -2.8529)
C (-0.8101, 3.1056, -2.1450)
O (-0.7380, -0.1936, 1.2278)
H (-2.3224, -3.8124, -1.9429)
Cl (4.9683, -0.7518, -1.9367)
Ti (0.7962, -0.1492, 0.2052)
C (-1.4055, 5.0681, -0.8587)
C (4.6490, -4.1810, 3.4538)
H (5.2058, -4.0095, 1.3903)
C (-3.9932, 1.2916, -2.0759)
S (-1.2638, -1.6792, -2.3125)
H (-0.4736, 4.5687, -4.2196)
C (-1.3074, 0.0719, 2.3409)
C (3.6260, -4.0415, 4.3816)
H (3.8112, -4.2590, 5.4236)
C (-2.3733, -2.8898, -1.3643)
C (2.3720, -3.6134, 3.9838)
H (3.8122, 0.2975, 0.3452)
H (-2.6379, 5.5120, -3.3492)
H (-4.3235, 2.0055, -1.3370)
C (2.6784, 0.7701, -1.9755)
C (-1.1203, 1.6395, 4.3360)
O (0.1005, 1.9689, 2.2398)
H (-1.1193, 3.2744, -5.2736)
H (2.9664, -3.2352, 0.6735)
H (-1.6426, 6.1092, -1.0737)
H (-2.7595, -3.4383, 0.6719)
C (-2.5796, -0.5324, -2.7125)
H (-0.4121, 5.0108, -0.4219)
N (-1.4234, 4.3369, -2.1037)
C (4.4615, -0.3478, 2.2646)
C (-2.3056, 2.3541, 2.2360)
H (0.6212, 3.3998, -4.9639)
H (-2.2550, 3.3852, 2.5821)
C (-0.2491, -4.2297, 1.5779)
Cl (3.1319, -0.8587, -4.1552)
H (0.4720, -5.0367, 1.6723)
O (-1.9570, -0.7315, 2.9950)
H (-2.2527, 2.3380, 1.1496)
H (-2.7872, 3.7526, -3.5900)
H (-1.2133, 2.6765, 4.6556)
H (1.5728, -3.4824, 4.6993)
N (-0.4713, 2.6626, -3.3681)
H (-0.1972, 1.2276, 4.7404)
C (2.1447, -3.3310, 2.6411)
H (-3.3858, -2.4941, -1.4157)
H (-1.1090, -5.0852, -0.1887)
O (1.9391, 0.7132, -0.9517)
H (-0.6592, 0.8471, -4.3627)
H (-2.5777, 0.3473, -0.7591)
I (6.4831, -0.4693, 1.6828)
H (-3.5089, 4.5084, -2.1736)
C (-3.1218, -0.5194, -3.9973)
H (-1.9583, 1.0694, 4.7290)

Properties
Energy above the lowest of the compared OMol25 structures with the same formula, charge and spin: 2.353 eV
Total charge: 0
Kohn-Sham gap (alpha / beta): 0.174 / 0.304 hartree
Energy: -5657.2603 hartree
2S+1: 3

Entry 3:
C21H14BrN4O3Zn as an isolated structure. Source: OMol25; level of theory: the ωB97M-V functional and the def2-TZVPD basis.

Atoms and positions in Å:
C (-0.0062, -2.1558, 2.4126)
H (2.7521, -1.6213, 0.1066)
H (5.6895, 1.4657, -0.2878)
H (5.1300, -0.9685, -0.1350)
C (-0.0046, -0.8520, 4.7772)
H (2.1147, 4.5116, -0.3350)
C (0.0094, 6.1751, -0.4633)
N (0.0018, 1.9374, 0.1130)
O (-1.1302, 6.6530, -0.5107)
C (-0.0026, -0.1858, 3.5763)
Br (-0.0072, -2.9436, 0.6902)
H (-0.0038, -0.2956, 5.7048)
H (-5.1366, -0.9504, -0.1343)
C (1.2110, 3.9256, -0.2215)
C (-0.0085, -2.9244, 3.5440)
C (3.6391, 2.0679, -0.1448)
C (-4.6629, 1.1549, -0.1848)
C (1.1704, 2.5602, -0.0253)
H (-0.0003, 0.8960, 3.5384)
N (2.0408, 0.3123, 0.0698)
H (-0.0089, -2.4644, 6.6718)
O (1.1507, 6.6489, -0.5105)
H (-5.6877, 1.4857, -0.2864)
C (-3.0416, -0.5683, 0.0332)
C (-1.2004, 3.9299, -0.2214)
H (-2.7610, -1.6115, 0.1063)
C (-1.1646, 2.5643, -0.0252)
C (-0.0077, -2.2493, 4.7690)
C (2.3315, 1.6277, -0.0201)
H (-2.1019, 4.5192, -0.3350)
Zn (-0.0017, 0.0049, 0.5267)
C (-2.3290, 1.6360, -0.0199)
C (4.3600, -0.2118, -0.0991)
H (-3.8378, 3.1397, -0.2135)
H (-0.0108, -4.0036, 3.5107)
O (-0.0097, -2.9981, 5.8661)
C (-3.6351, 2.0808, -0.1439)
N (-0.0034, -0.8223, 2.3933)
N (-2.0430, 0.3196, 0.0697)
C (4.6636, 1.1383, -0.1857)
H (3.8454, 3.1260, -0.2147)
C (-4.3640, -0.1964, -0.0986)
C (0.0066, 4.6199, -0.2899)
C (3.0363, -0.5790, 0.0333)

Properties
Total charge: +1
Kohn-Sham gap: 0.231 hartree
Energy: -5606.6040 hartree

Entry 4:
One molecule with the formula C6H9NOS at a distorted geometry. Source: OMol25; level of theory: the ωB97M-V functional and the def2-TZVPD basis.

Atoms and positions in Å:
N (-0.2291, 1.1106, -1.7696)
H (-0.9669, -1.8189, 1.9532)
C (0.3385, -0.2772, -1.7875)
S (-2.0649, 2.2139, 0.0540)
H (1.4398, -0.3302, -1.5606)
C (0.0223, -0.3735, 0.6765)
H (1.7249, 0.3438, 1.9488)
C (1.4262, 0.2819, 0.9163)
C (-1.0565, 1.3494, -0.8013)
H (-1.7221, -0.2552, 1.6797)
C (-0.2833, -0.9386, -0.5780)
H (2.2467, -0.3475, 0.3913)
H (0.1149, -0.9271, -2.6620)
H (-0.2396, 1.7329, -2.6202)
H (1.4262, 1.1887, 0.3568)
O (-1.0239, -1.8792, -0.6923)
H (-0.3482, -0.3204, 2.6906)
C (-0.8051, -0.7534, 1.8044)

Properties
Energy above the lowest of the compared OMol25 structures with the same formula, charge and spin: 2.329 eV
Total charge: 0
Kohn-Sham gap (alpha / beta): 0.254 / 0.275 hartree
Energy: -762.0828 hartree

What is the energy in the fourth record?
-762.0828 hartree

Which value of total charge does entry 3 give?
+1

Which formula does entry 2 have?
C32H41Cl3IN3O7S3Ti

Copy entry 4 word for word.
One molecule with the formula C6H9NOS at a distorted geometry. Source: OMol25; level of theory: the ωB97M-V functional and the def2-TZVPD basis.

Atoms and positions in Å:
N (-0.2291, 1.1106, -1.7696)
H (-0.9669, -1.8189, 1.9532)
C (0.3385, -0.2772, -1.7875)
S (-2.0649, 2.2139, 0.0540)
H (1.4398, -0.3302, -1.5606)
C (0.0223, -0.3735, 0.6765)
H (1.7249, 0.3438, 1.9488)
C (1.4262, 0.2819, 0.9163)
C (-1.0565, 1.3494, -0.8013)
H (-1.7221, -0.2552, 1.6797)
C (-0.2833, -0.9386, -0.5780)
H (2.2467, -0.3475, 0.3913)
H (0.1149, -0.9271, -2.6620)
H (-0.2396, 1.7329, -2.6202)
H (1.4262, 1.1887, 0.3568)
O (-1.0239, -1.8792, -0.6923)
H (-0.3482, -0.3204, 2.6906)
C (-0.8051, -0.7534, 1.8044)

Properties
Energy above the lowest of the compared OMol25 structures with the same formula, charge and spin: 2.329 eV
Total charge: 0
Kohn-Sham gap (alpha / beta): 0.254 / 0.275 hartree
Energy: -762.0828 hartree